49
Properties=species:S:1:pos:R:3:forces:R:3 method="wB97M-V/def2-TZVPD" charge=-2 homo_lumo_gap_ev=8.985 e_lumo_ev=5.1 homo_energy_ev=-3.89
C 0.059571 -0.081163 0.021367 4.09 1.55 -0.55
O 1.243571 0.199837 -0.604633 -3.47 -1.26 1.82
O 0.113571 -0.544163 1.224367 -1.16 1.06 -1.72
O -0.996429 0.220837 -0.658633 0.50 -1.08 1.21
O -3.299429 0.768837 -1.890633 -2.93 0.42 -1.92
H -2.466429 0.597837 -1.542633 2.54 -0.44 1.03
H -3.307429 0.268837 -2.731633 -0.07 0.13 0.75
O 0.397571 -1.912163 -2.195633 -0.68 -1.75 -0.80
H 0.027571 -2.785163 -1.932633 0.45 1.05 0.13
H 0.050571 -1.258163 -1.595633 -0.35 0.28 0.04
O 1.890571 0.714837 2.947367 0.91 1.40 -0.07
H 2.264571 1.520837 2.519367 -0.51 -0.49 0.65
H 1.288571 0.409837 2.260367 -0.41 -0.57 -0.25
O 3.060571 -1.656163 -2.026633 0.98 0.56 -0.83
H 2.155571 -1.472163 -1.771633 -0.44 -0.14 0.00
H 3.286571 -2.495163 -1.654633 0.02 -0.60 0.53
O 3.202571 -0.827163 1.059367 0.81 -0.39 0.66
H 2.477571 -0.737163 0.436367 -0.06 0.34 -0.34
H 3.078571 -0.097163 1.686367 -0.02 -0.58 -0.21
O -0.688429 2.619837 2.686367 -0.67 -0.41 0.60
H -1.231429 1.859837 2.969367 0.03 0.48 0.10
H -0.093429 2.180837 2.073367 0.63 0.53 -0.36
O 0.718571 1.724837 -2.734633 -0.62 0.32 -0.68
H -0.198429 1.753837 -3.031633 0.09 0.19 -0.11
H 0.642571 1.152837 -1.956633 0.62 -0.29 0.30
O -2.328429 0.454837 2.113367 -2.06 0.67 0.54
H -2.743429 1.108837 1.537367 -0.07 -0.07 0.14
H -1.513429 0.294837 1.673367 1.49 -0.87 -0.68
O -1.377429 2.807837 -0.446633 2.21 0.93 -1.36
H -2.191429 2.898837 -0.040633 -2.42 0.39 1.32
H -1.197429 1.866837 -0.476633 -0.01 -0.71 -0.23
O 3.652571 1.184837 -1.216633 -1.13 0.18 0.45
H 3.863571 0.875837 -2.082633 0.51 -0.37 -0.92
H 2.733571 0.807837 -1.137633 1.27 0.59 0.32
O -2.987429 -1.998163 -2.832633 -0.25 0.16 -0.13
H -2.111429 -2.163163 -3.161633 0.67 -0.12 -0.62
H -2.773429 -1.833163 -1.880633 -0.52 -0.31 0.04
O -0.760429 -1.119163 3.843367 -0.77 -1.13 2.47
H -0.007429 -1.317163 4.409367 -0.04 0.02 0.01
H -0.360429 -0.764163 3.090367 0.84 0.84 -2.22
O -2.575429 -1.795163 -0.271633 0.52 -0.27 0.07
H -3.384429 -1.316163 -0.081633 0.01 0.28 0.23
H -1.857429 -1.095163 -0.322633 -0.98 -0.22 0.33
O 0.651571 -3.085163 0.793367 1.85 -1.01 -1.19
H -0.172429 -3.225163 1.180367 -2.30 -0.66 1.03
H 0.695571 -2.137163 0.860367 0.52 1.00 0.24
O 1.265571 2.672837 0.560367 -1.31 1.45 0.01
H 1.342571 1.766837 0.282367 0.56 -0.88 -0.71
H 0.459571 2.980837 0.051367 1.15 -0.23 0.85

***

50
Properties=species:S:1:pos:R:3:forces:R:3 method="wB97M-V/def2-TZVPD" charge=-1 homo_lumo_gap_ev=9.199 e_lumo_ev=2.0 homo_energy_ev=-7.17
C -0.010180 0.194940 0.055500 -2.42 0.06 -2.25
O 0.575820 0.342940 1.091500 0.90 0.64 1.67
O 0.413820 -0.775060 -0.774500 0.21 -0.36 -0.66
O -1.008180 0.846940 -0.376500 0.12 -0.70 0.25
H 1.317820 -0.975060 -0.486500 0.37 -0.15 -0.04
O 2.651820 -0.187060 2.398500 0.84 -0.53 0.13
H 2.883820 -1.127060 2.314500 -0.28 0.47 0.11
H 1.865820 -0.098060 1.821500 0.36 -0.09 0.44
O -3.440180 1.608940 0.412500 -0.47 -0.94 -0.05
H -3.860180 0.744940 0.160500 0.70 1.34 0.06
H -2.475180 1.513940 0.233500 -0.18 -0.18 -0.26
O -0.584180 3.712940 1.017500 0.73 -0.43 -1.24
H -1.126180 3.820940 0.225500 -0.27 0.16 0.18
H 0.204820 3.288940 0.593500 -0.56 0.54 1.03
O -2.727180 -0.084060 2.498500 -0.13 0.31 -0.53
H -2.805180 0.650940 1.848500 -0.20 -0.01 0.59
H -2.756180 -0.839060 1.908500 -0.03 -0.50 0.01
O -0.407180 -0.953060 3.740500 0.74 -1.42 0.79
H 0.040820 -0.140060 3.992500 0.01 0.30 -0.34
H -1.160180 -0.685060 3.227500 -0.73 0.65 -0.12
O 0.121820 2.052940 -2.493500 1.71 2.49 -3.24
H -0.121180 1.542940 -1.786500 -1.32 -1.97 2.87
H 1.092820 2.062940 -2.477500 -0.71 -0.09 -0.09
O 0.519820 -2.607060 1.676500 0.48 -1.43 -0.85
H 0.202820 -2.002060 2.324500 -0.32 1.07 1.46
H 0.484820 -2.125060 0.854500 -0.09 -0.07 -0.27
O 2.550820 0.621940 -2.619500 -0.60 1.33 -0.02
H 3.184820 -0.051060 -2.666500 1.09 -2.18 -0.19
H 3.139820 1.326940 -2.349500 -0.15 0.80 0.30
O 2.964820 -1.593060 -0.141500 0.10 0.72 0.39
H 2.728820 -2.166060 -0.867500 0.11 -1.00 -0.58
H 3.905820 -1.631060 0.044500 -0.13 -0.06 -0.10
O -1.853180 -0.799060 -2.538500 -0.46 -1.06 -0.74
H -1.069180 -0.667060 -3.072500 0.23 0.19 -0.40
H -1.550180 -0.468060 -1.700500 0.26 0.73 1.20
O -0.226180 1.620940 3.103500 -0.32 0.38 0.52
H -0.285180 1.147940 2.258500 0.63 0.23 0.02
H -1.151180 1.756940 3.303500 -0.28 0.38 0.36
O -1.006180 -3.435060 -1.003500 0.52 1.75 0.14
H -1.371180 -2.727060 -1.569500 -0.14 -0.22 0.18
H -1.337180 -4.250060 -1.318500 -0.67 -1.29 -0.55
O 2.166820 2.543940 0.231500 1.56 0.37 -0.17
H 2.982820 2.140940 0.595500 -0.70 0.44 0.00
H 1.596820 1.788940 0.182500 -0.59 -0.74 0.22
O -3.229180 1.676940 -2.757500 0.23 -0.43 0.90
H -3.034180 2.075940 -1.884500 -0.25 -0.18 -0.72
H -2.864180 0.766940 -2.650500 -0.23 0.77 -0.39
O 1.564820 -3.234060 -1.956500 1.98 0.12 -1.39
H 0.648820 -3.187060 -1.708500 -1.29 -0.04 0.40
H 1.646820 -3.047060 -2.915500 -0.36 -0.15 1.00

***

53
Properties=species:S:1:pos:R:3:forces:R:3 method="wB97M-V/def2-TZVPD" charge=-1 homo_lumo_gap_ev=8.360 e_lumo_ev=2.3 homo_energy_ev=-6.09
C -0.101226 -0.043868 -0.013434 2.73 0.59 -0.10
O 0.539774 0.804132 0.918566 -0.01 -0.52 0.30
H -1.143226 0.062132 0.102566 -1.44 -0.37 -0.13
H 0.287774 -1.062868 0.129566 -0.67 -0.21 -0.21
H 0.208774 0.313132 -0.995434 -0.39 -0.44 -0.60
O 0.658774 -1.229868 -3.343434 0.54 -0.61 -0.01
H 1.127774 -0.382868 -3.293434 -0.35 0.71 0.20
H 1.399774 -1.847868 -3.426434 -0.27 -0.09 0.02
O 0.353774 -1.446868 2.755566 -0.29 0.33 1.71
H 0.482774 -2.258868 2.294566 0.16 -1.14 -0.70
H 0.466774 -0.740868 2.132566 0.64 1.26 -0.75
O -0.255226 -3.166868 -1.457434 -0.05 -0.11 -0.02
H -0.221226 -2.328868 -1.966434 -0.09 -0.20 -0.07
H -1.159226 -3.496868 -1.532434 0.02 0.35 -0.08
O 1.329774 3.413132 1.254566 0.14 0.84 0.05
H 0.729774 2.656132 1.212566 -0.14 -0.63 -0.07
H 1.949774 3.194132 1.942566 0.33 -0.07 0.46
O -2.510226 1.092132 -2.829434 -1.22 0.40 -2.18
H -3.238226 0.704132 -3.397434 1.42 0.56 1.31
H -2.311226 0.442132 -2.167434 -0.08 -0.85 0.31
O 0.030774 1.646132 4.190566 1.22 -1.21 1.82
H 0.330774 0.906132 4.822566 -0.55 1.64 -1.79
H 0.769774 1.829132 3.584566 -0.29 -0.41 0.33
O 1.565774 1.498132 -3.174434 -0.02 -0.47 -1.31
H 2.149774 1.747132 -3.900434 -0.25 -0.12 -0.19
H 2.022774 1.892132 -2.442434 0.37 0.50 1.64
O -0.842226 2.650132 -0.458434 -0.34 0.33 -0.47
H -0.247226 3.398132 -0.558434 -0.05 -0.06 -0.07
H -0.317226 1.945132 -0.043434 0.25 0.31 0.23
O -2.690226 -1.255868 -1.310434 -1.08 -0.55 -1.90
H -3.584226 -1.099868 -0.991434 0.25 0.06 0.35
H -2.085226 -1.156868 -0.606434 0.64 -0.03 1.77
O -3.681226 2.134132 -0.414434 0.11 0.31 -0.96
H -3.718226 1.537132 0.308566 -0.10 -0.60 1.33
H -2.748226 2.062132 -0.688434 -0.24 0.59 -0.07
O 2.517774 -2.503868 -0.828434 2.72 -2.39 0.15
H 1.602774 -2.398868 -0.776434 -2.65 0.29 0.03
H 2.657774 -3.440868 -0.512434 -0.08 1.65 -0.59
O -2.250226 -1.517868 1.874566 -1.89 -1.49 -1.17
H -2.647226 -0.679868 2.046566 -0.32 1.21 0.37
H -1.353226 -1.396868 2.107566 1.76 0.06 0.88
O 2.954774 2.372132 -0.780434 0.00 1.58 -0.33
H 3.025774 1.491132 -0.445434 0.45 -1.59 0.34
H 2.629774 2.856132 0.004566 -0.30 0.03 -0.65
O 2.951774 -0.144868 0.382566 0.52 0.04 -0.32
H 2.929774 -0.970868 -0.145434 -0.20 0.76 0.53
H 2.051774 0.269132 0.464566 -0.15 -0.49 0.45
O 0.240774 -3.856868 1.349566 -0.67 0.05 -0.22
H -0.042226 -3.762868 0.428566 -0.42 0.44 -0.11
H 1.096774 -4.227868 1.224566 1.19 -0.57 0.27
O -1.720226 1.266132 2.246566 0.28 -1.05 -1.13
H -1.002226 0.829132 1.678566 -0.89 1.31 1.04
H -1.195226 1.410132 3.042566 -0.25 0.09 0.32

***

56
Properties=species:S:1:pos:R:3:forces:R:3 method="wB97M-V/def2-TZVPD" charge=-1 homo_lumo_gap_ev=7.794 e_lumo_ev=1.9 homo_energy_ev=-5.93
C 0.117732 -0.109714 0.173089 -0.37 -0.27 -0.50
O 0.486732 0.551286 1.275089 0.88 1.57 2.16
H -0.505268 -0.922714 0.483089 -0.97 -1.12 -0.45
H 0.948732 -0.555714 -0.330911 0.58 -0.22 -1.04
H -0.462268 0.553286 -0.429911 -0.44 0.21 -1.43
O 3.110732 -1.951714 -1.196911 0.49 0.65 1.65
H 3.760732 -1.439714 -0.634911 -1.11 -0.81 -0.91
H 2.514732 -2.289714 -0.471911 0.80 0.11 -0.74
O 0.121732 3.279286 1.363089 -0.55 1.82 -0.07
H -0.402268 3.468286 2.163089 0.61 -0.83 -0.31
H 0.269732 2.332286 1.239089 -0.65 -1.47 0.55
O -1.808268 -3.125714 1.421089 -1.61 -1.03 0.58
H -1.677268 -3.923714 0.887089 0.38 0.00 0.15
H -2.567268 -3.385714 2.009089 1.00 0.59 -0.72
O 0.239732 -3.240714 -1.369911 0.67 -1.41 0.61
H -0.653268 -2.989714 -1.280911 -1.97 -0.13 0.18
H 0.498732 -2.431714 -1.803911 1.31 1.03 -1.05
O -2.294268 3.415286 -0.293911 -0.21 0.76 -0.34
H -2.501268 2.491286 -0.392911 -0.41 -0.89 0.04
H -1.611268 3.430286 0.382089 0.38 0.02 0.52
O 0.639732 -1.176714 -2.942911 0.52 0.20 -0.08
H 1.173732 -0.387714 -2.722911 0.45 -0.35 -0.01
H -0.154268 -0.720714 -3.194911 -1.00 0.16 -0.21
O -2.248268 0.529286 1.993089 0.97 -0.08 -0.02
H -2.517268 0.341286 1.088089 -0.51 0.12 0.13
H -1.273268 0.581286 1.810089 -0.25 0.15 0.91
O 0.205732 -1.800714 2.723089 0.12 -0.56 0.22
H -0.565268 -2.353714 2.505089 0.50 0.64 -0.08
H 0.201732 -1.012714 2.145089 -0.15 0.34 0.54
O -3.027268 0.547286 -0.503911 0.78 1.29 0.11
H -2.496268 0.014286 -1.074911 1.08 -0.44 -0.94
H -3.881268 0.193286 -0.532911 -2.14 -0.60 -0.02
O 1.047732 1.518286 3.607089 0.54 0.76 -0.65
H 0.855732 1.241286 2.679089 -0.35 -0.84 0.69
H 1.750732 2.144286 3.377089 0.01 0.00 0.72
O 2.970732 -0.844714 1.519089 1.20 0.17 -0.10
H 2.121732 -0.488714 1.279089 -0.83 0.94 -0.07
H 2.729732 -1.499714 2.163089 0.08 -0.51 0.53
O -1.283268 1.001286 -2.868911 -0.24 -0.89 -0.03
H -1.958268 1.246286 -3.487911 -0.57 0.13 -0.52
H -0.825268 1.822286 -2.681911 0.67 0.69 0.48
O 1.707732 -3.370714 0.935089 0.84 -0.83 -0.08
H 1.263732 -2.763714 1.523089 -0.59 0.37 0.60
H 1.096732 -3.549714 0.215089 -0.34 0.07 -0.49
O -2.422268 -2.317714 -1.155911 -0.51 0.17 -0.69
H -3.249268 -1.832714 -1.142911 -0.17 -0.17 -0.25
H -2.226268 -2.413714 -0.224911 0.22 0.09 0.93
O 2.417732 2.727286 -0.019911 -0.34 -0.04 0.55
H 3.335732 2.588286 0.230089 -0.03 -0.15 -0.03
H 1.901732 2.683286 0.819089 0.68 0.15 -0.80
O 1.951732 1.197286 -2.566911 0.16 0.44 1.40
H 1.582732 2.039286 -2.859911 -0.06 -0.07 -0.10
H 1.988732 1.323286 -1.577911 0.21 -0.19 -1.17
O -0.057268 3.289286 -1.766911 0.18 0.09 -1.87
H -0.908268 3.401286 -1.334911 -0.52 0.25 0.57
H 0.562732 2.949286 -1.139911 0.58 -0.08 0.94

***

12
Properties=species:S:1:pos:R:3:forces:R:3 method="wB97M-V/def2-TZVPD" charge=+1 homo_lumo_gap_ev=6.375 e_lumo_ev=-5.8 homo_energy_ev=-12.13
O 0.198956 -3.158996 -0.480495 -0.32 -0.48 -0.25
N 0.679468 -2.501728 0.275547 1.15 0.04 0.04
O -0.494092 -1.672297 1.021673 -0.39 0.46 0.62
C -0.334893 -0.359353 1.002920 -1.17 -0.02 -0.76
O 0.599633 0.153475 0.203778 0.11 0.08 0.39
B 0.258072 1.145618 -0.779372 0.15 0.26 -0.07
O 0.942722 2.315656 -0.764912 0.46 -0.42 -0.21
O -0.743790 0.910035 -1.650531 -0.01 -0.28 0.14
H -1.315968 0.112191 0.929748 0.01 0.04 -0.10
H 1.723177 2.333890 -1.339666 -0.28 0.34 0.19
H -1.099880 0.013285 -1.646571 -0.11 0.15 -0.08
Mg -0.413405 0.708223 3.227881 0.40 -0.18 0.10

***

9
Properties=species:S:1:pos:R:3:forces:R:3 method="wB97M-V/def2-TZVPD" charge=0 homo_lumo_gap_ev="7.233 / 8.267" e_lumo_ev="-3.4 / -1.8" homo_energy_ev="-10.61 / -10.05"
C 0.337153 0.069750 0.188025 -2.21 -0.74 0.72
O 3.334452 0.457172 3.842594 0.32 0.88 0.72
O 1.568036 0.425239 -0.038877 1.66 0.26 0.19
P 2.825627 -0.336454 2.745025 -0.40 -1.38 -0.64
Br 4.174816 -2.104523 2.362968 -0.44 0.39 -0.07
Br 0.773321 -1.234860 3.244450 0.61 -0.06 0.36
H 0.244605 -0.395968 1.238954 0.29 0.52 -1.02
H -0.032030 -0.774297 -0.428587 0.07 0.22 -0.08
H -0.389829 0.902486 0.250998 0.10 -0.09 -0.18

***

7
Properties=species:S:1:pos:R:3:forces:R:3 method="wB97M-V/def2-TZVPD" charge=0 homo_lumo_gap_ev=11.825 e_lumo_ev=0.9 homo_energy_ev=-10.97
H -0.767047 -1.061437 1.691585 0.44 0.57 -0.38
N -0.899911 -0.275004 1.024184 1.44 -0.78 2.36
C -1.761423 -0.588448 0.224048 -2.40 0.56 -2.06
Cl -2.676136 -2.059732 0.015137 0.13 -0.62 0.39
H -2.209819 0.114577 -0.465140 0.43 0.28 -0.31
Br 3.706005 0.284993 -0.430029 0.16 -0.09 -0.05
H 2.527459 0.952991 -0.034493 -0.19 0.08 0.07

***

7
Properties=species:S:1:pos:R:3:forces:R:3 method="wB97M-V/def2-TZVPD" smiles=OOCBr charge=0 homo_lumo_gap_ev=10.125 e_lumo_ev=0.8 homo_energy_ev=-9.37
O 0.912818 1.081349 -0.417949 4.67 1.64 -0.40
O -0.393323 0.867259 -0.533003 -3.49 -4.09 2.25
C -0.477155 -0.492532 0.568362 -1.48 2.14 -4.17
Br 0.029272 -2.103432 -0.368095 0.07 0.80 0.55
H 1.284820 1.299221 -1.304751 -0.79 -0.46 0.58
H 0.187580 -0.105197 1.285448 0.74 -0.13 0.91
H -1.544013 -0.546667 0.769988 0.30 0.09 0.27

***

7
Properties=species:S:1:pos:R:3:forces:R:3 method="wB97M-V/def2-TZVPD" spin_multiplicity=3 charge=0 homo_lumo_gap_ev="7.177 / 7.116" e_lumo_ev="0.8 / -3.3" homo_energy_ev="-6.39 / -10.42"
C -0.294720 0.699854 0.187246 0.09 0.37 -1.47
O 0.791471 -1.478474 1.100223 0.37 -2.24 2.81
S 0.932538 -0.637706 -0.058645 -0.27 4.21 1.39
Br 0.132421 -1.676490 -1.877502 -1.36 -2.25 -3.92
H -1.246624 0.474947 0.664434 0.21 -1.00 -0.19
H -0.471059 1.185568 -0.783230 0.01 -0.47 0.08
H 0.155972 1.432301 0.767474 0.95 1.38 1.29

***

5
Properties=species:S:1:pos:R:3:forces:R:3 method="wB97M-V/def2-TZVPD" smiles=CCl charge=0 homo_lumo_gap_ev=11.873 e_lumo_ev=1.0 homo_energy_ev=-10.85
C -0.438719 1.019311 -1.967435 -1.11 -3.02 -1.58
Cl -0.057730 -0.258257 -0.686453 -0.09 1.60 -1.26
H -1.495259 0.849294 -2.313612 1.31 -0.97 -0.38
H -0.646611 1.955655 -1.691506 0.07 3.67 2.87
H 0.294978 1.211795 -2.768403 -0.17 -1.28 0.34